Arrangement a

A 4-piece molecular cluster, C2H14N2O3 overall, computed with ωB97M-V with the def2-TZVPD basis set.

## Properties
Orbital gap, hartree: 0.3636
SMILES string: CNCN.O.O.O
Net charge: 0
LUMO energy, eV: 0.45

Element x y z (Å)
C -1.758 0.448 1.334
N -1.552 0.052 -0.079
C -0.905 -1.237 -0.177
N -0.583 -1.539 -1.565
H -2.154 1.458 1.311
H -2.353 -0.305 1.863
H -0.793 0.499 1.838
H -2.500 -0.004 -0.449
H -1.516 -2.055 0.234
H -0.010 -1.204 0.450
H 0.138 -0.901 -1.869
H -0.096 -2.431 -1.587
O 0.123 1.708 -1.533
H -0.417 1.188 -0.888
H 0.221 2.598 -1.185
O 2.487 -1.218 0.728
H 2.411 -0.260 0.869
H 2.929 -1.277 -0.127
O 2.158 1.163 0.474
H 2.462 2.037 0.742
H 1.708 1.282 -0.384

Arrangement b

A 4-piece molecular cluster, C2H14N2O3 overall, computed with ωB97M-V with the def2-TZVPD basis set.

## Properties
Orbital gap, hartree: 0.3830
SMILES string: CNCN.O.O.O
Net charge: 0
LUMO energy, eV: 0.70

Element x y z (Å)
C -0.321 -1.323 1.817
N -1.281 -0.464 1.053
C -1.143 -0.725 -0.401
N -2.117 0.267 -0.997
H -0.910 -1.825 2.574
H 0.151 -2.181 1.269
H 0.367 -0.780 2.470
H -2.236 -0.790 1.374
H -1.457 -1.653 -0.867
H -0.109 -0.574 -0.714
H -1.692 1.186 -1.005
H -2.178 -0.099 -1.949
O -0.585 2.220 0.756
H -1.206 1.460 0.723
H -1.063 3.054 0.784
O 2.650 -1.411 -1.553
H 2.292 -0.510 -1.365
H 3.592 -1.262 -1.411
O 2.109 1.034 -0.458
H 2.453 1.928 -0.536
H 1.196 1.177 -0.199

Arrangement c

A 4-piece molecular cluster, C2H14N2O3 overall, computed with ωB97M-V with the def2-TZVPD basis set.

## Properties
Orbital gap, hartree: 0.3456
SMILES string: NCCN.O.O.O
Net charge: 0
LUMO energy, eV: 0.53

Element x y z (Å)
N 0.975 1.594 -1.952
C 0.496 0.714 -0.914
C 1.441 0.637 0.336
N 1.202 -0.767 0.875
H 1.669 1.081 -2.593
H 1.498 2.366 -1.755
H 0.228 -0.314 -1.351
H -0.522 0.998 -0.630
H 2.572 0.632 -0.028
H 1.243 1.510 1.034
H 1.938 -1.132 1.444
H 0.379 -0.834 1.445
O -0.742 1.155 2.904
H -0.932 0.632 2.051
H -1.409 1.781 2.983
O -0.757 -2.416 -2.325
H -1.456 -2.079 -2.698
H 0.071 -2.265 -2.615
O -1.957 -0.636 1.015
H -2.891 -0.815 0.779
H -1.600 -0.273 0.188

Last place for stability: arrangement c

Arrangement a

A 2-piece molecular cluster, C6H13NO3 overall, computed with ωB97M-V with the def2-TZVPD basis set.

## Properties
Orbital gap (alpha / beta), hartree: 0.2590 / 0.4145
Net charge: 0
LUMO energy (alpha / beta), eV: -0.69 / 1.04

Element x y z (Å)
N 0.656 0.961 0.831
O -0.292 0.703 1.344
C 4.746 6.189 -1.610
C 5.027 4.774 -2.087
C 3.766 3.930 -2.253
C 4.053 2.519 -2.756
C 2.785 1.676 -2.882
C 3.019 0.245 -3.345
O 2.102 1.664 -1.625
O 1.442 2.824 -1.428
H 5.657 6.781 -1.511
H 4.092 6.718 -2.304
H 4.254 6.181 -0.637
H 5.571 4.798 -3.039
H 5.706 4.269 -1.391
H 3.222 3.874 -1.301
H 3.073 4.431 -2.939
H 4.579 2.565 -3.717
H 4.733 2.023 -2.056
H 2.089 2.184 -3.569
H 3.482 0.190 -4.330
H 3.659 -0.283 -2.639
H 2.073 -0.295 -3.380

Arrangement b

A 2-piece molecular cluster, C6H13NO3 overall, computed with ωB97M-V with the def2-TZVPD basis set.

## Properties
Orbital gap, hartree: 0.4086
SMILES string: CC(C)[C@@H](O)[C@@H](O)C#N.O
Net charge: 0
LUMO energy, eV: 0.37

Element x y z (Å)
C -1.029 1.522 1.689
C 0.219 1.166 0.877
C 1.487 1.368 1.707
C 0.191 -0.255 0.288
O 0.084 -1.267 1.261
C -0.924 -0.453 -0.772
O -0.954 0.546 -1.757
C -0.815 -1.802 -1.398
N -0.879 -2.926 -1.700
H -0.974 2.573 2.007
H -1.963 1.396 1.123
H -1.099 0.919 2.609
H 0.278 1.852 0.017
H 1.545 2.406 2.067
H 1.495 0.706 2.584
H 2.389 1.162 1.114
H 1.155 -0.426 -0.214
H -0.675 -1.099 1.829
H -1.903 -0.419 -0.272
H -0.104 0.610 -2.208
O 0.804 -2.461 -3.997
H 1.329 -1.921 -3.386
H 0.344 -3.198 -3.468

Arrangement c

A 2-piece molecular cluster, C6H13NO3 overall, computed with ωB97M-V with the def2-TZVPD basis set.

## Properties
Orbital gap (alpha / beta), hartree: 0.4168 / 0.2759
Net charge: 0
LUMO energy (alpha / beta), eV: 0.74 / -0.69

Element x y z (Å)
N 2.225 -4.848 -2.515
O 2.082 -5.788 -3.183
C -1.116 0.653 1.717
C -0.483 1.131 0.407
C -1.381 2.153 -0.275
C 0.901 1.729 0.675
C -0.320 -0.083 -0.534
C 0.570 -1.231 -0.045
O 0.529 -2.143 -1.156
O 1.322 -3.191 -0.909
H -0.458 -0.061 2.241
H -1.270 1.538 2.348
H -2.088 0.172 1.513
H -0.938 2.497 -1.218
H -2.374 1.733 -0.478
H -1.486 3.005 0.400
H 1.376 2.016 -0.279
H 0.758 2.620 1.297
H 1.550 1.012 1.205
H -1.314 -0.522 -0.731
H 0.111 0.263 -1.491
H 1.612 -0.925 0.149
H 0.191 -1.731 0.862

Last place for stability: arrangement c

Arrangement a

One molecule with the formula CH6N2, computed with ωB97M-V with the def2-TZVPD basis set.

## Properties
Orbital gap, hartree: 0.3501
SMILES string: CNN
Net charge: 0
LUMO energy, eV: 1.08

Element x y z (Å)
C -1.180 0.109 -0.071
N 0.182 -0.571 0.086
N 1.529 0.089 -0.261
H -1.108 0.965 -0.888
H -1.016 0.752 0.920
H -2.052 -0.675 -0.118
H 0.054 -1.277 -0.563
H 2.069 -0.474 0.592
H 1.523 1.082 0.303

Arrangement b

A 2-piece molecular cluster, CH6N2 overall, computed with ωB97M-V with the def2-TZVPD basis set.

## Properties
Orbital gap, hartree: 0.3965
SMILES string: C=N.N
Net charge: 0
LUMO energy, eV: 1.00

Element x y z (Å)
C 1.216 -0.704 0.401
N 1.757 -1.487 -0.428
H 0.368 -1.021 1.009
H 1.492 0.341 0.570
H 2.508 -1.009 -0.899
N -2.381 1.587 0.037
H -2.819 2.410 0.417
H -2.956 1.003 -0.506
H -1.474 1.682 -0.381

Last place for stability: arrangement a

Arrangement a

A 2-piece molecular cluster, CH6N2 overall, computed with ωB97M-V with the def2-TZVPD basis set.

## Properties
Orbital gap, hartree: 0.3364
Net charge: 0
LUMO energy, eV: 0.88

Element x y z (Å)
C 1.011 -0.865 -1.006
N -1.915 1.310 1.565
N -2.058 0.290 0.936
H 0.780 -1.076 -0.009
H 0.301 -0.143 -1.255
H 0.598 -1.579 -1.663
H -1.793 2.234 1.129
H -1.891 1.301 2.703
H 1.889 -0.497 -1.317

Arrangement b

A 2-piece molecular cluster, CH6N2 overall, computed with ωB97M-V with the def2-TZVPD basis set.

## Properties
Orbital gap, hartree: 0.3923
SMILES string: C=N.N
Net charge: 0
LUMO energy, eV: 0.79

Element x y z (Å)
C 0.538 0.648 2.311
N 1.628 1.393 2.516
H -0.374 0.428 2.861
H 0.463 0.077 1.314
H 2.232 1.119 1.728
N -1.077 -1.075 -2.572
H -1.490 -1.546 -3.357
H -1.597 -0.531 -1.884
H -0.323 -0.513 -2.918

Last place for stability: arrangement a

Arrangement a

An isolated ion of composition C5H6N and charge +1, computed with ωB97M-V with the def2-TZVPD basis set.

## Properties
Orbital gap (alpha / beta), hartree: 0.2989 / 0.2593
Net charge: +1
Spin multiplicity: 3
Expectation value of S²: 2.041
LUMO energy (alpha / beta), eV: -5.38 / -7.76

Element x y z (Å)
C -0.652 -1.286 0.057
C -1.970 -0.830 0.136
C 0.599 -0.725 -0.099
C 1.924 -0.888 0.022
C -0.070 0.748 0.138
N -1.575 0.609 -0.081
H 2.647 -0.136 0.286
H 2.346 -1.844 -0.293
H 0.024 0.959 1.103
H 0.485 1.337 -0.637
H -1.647 0.758 -1.062
H -2.111 1.297 0.431

Arrangement b

An isolated ion of composition C5H6N and charge +1, computed with ωB97M-V with the def2-TZVPD basis set.

## Properties
Orbital gap (alpha / beta), hartree: 0.2653 / 0.3410
Net charge: +1
Spin multiplicity: 3
Expectation value of S²: 2.034
LUMO energy (alpha / beta), eV: -3.63 / -6.18

Element x y z (Å)
C 1.123 -1.169 -1.350
C -0.134 -0.639 -1.426
C -0.091 1.406 0.362
C 0.836 -1.136 0.034
C -0.056 0.015 -0.079
N -1.163 0.487 0.785
H 1.799 -1.705 -1.978
H 0.589 1.735 1.139
H -0.376 2.179 -0.342
H 0.766 -1.953 0.734
H -1.208 0.194 1.761
H -2.086 0.587 0.360

Last place for stability: arrangement a

Arrangement a

A 2-piece molecular cluster, C3H10NOS overall, computed with ωB97M-V with the def2-TZVPD basis set.

## Properties
Orbital gap, hartree: 0.3333
Net charge: +1
LUMO energy, eV: -4.88

Element x y z (Å)
C 0.868 -1.255 -1.312
C -1.759 1.139 0.031
C 1.171 0.499 0.322
N 0.819 -0.842 0.187
O -1.774 -0.203 0.634
S 2.141 0.785 1.783
H 1.978 -1.340 -1.729
H 0.509 -2.220 -1.400
H 0.355 -0.505 -1.977
H -1.475 1.032 -1.014
H -0.981 1.876 0.392
H -2.792 1.557 -0.083
H 1.323 -1.644 0.664
H -0.314 -0.815 0.592
H -2.206 -0.104 1.457
H 2.136 2.038 1.450

Arrangement b

An isolated ion of composition C3H10NOS and charge +1, computed with ωB97M-V with the def2-TZVPD basis set.

## Properties
Orbital gap, hartree: 0.3673
SMILES string: [NH3+][C@H](CO)CS
Net charge: +1
LUMO energy, eV: -3.32

Element x y z (Å)
N 0.713 -0.403 1.210
C 0.255 0.404 -0.044
C -1.124 0.812 0.247
O -1.176 1.104 1.680
C 0.176 -0.670 -1.159
S 1.982 -1.015 -1.561
H 1.691 -0.461 1.333
H 0.169 -1.209 1.231
H 0.503 0.379 1.844
H 0.809 1.286 -0.326
H -1.346 1.599 -0.474
H -1.796 -0.004 -0.080
H -1.928 1.826 1.669
H -0.196 -0.099 -2.030
H -0.504 -1.526 -0.918
H 1.772 -2.025 -2.621

Arrangement c

An isolated ion of composition C3H10NOS and charge +1, computed with ωB97M-V with the def2-TZVPD basis set.

## Properties
Orbital gap, hartree: 0.3563
SMILES string: C[NH+](C)CSO
Net charge: +1
LUMO energy, eV: -3.70

Element x y z (Å)
C -0.425 1.444 0.348
N -0.257 -0.042 0.123
C -1.530 -0.641 0.046
C 0.542 -0.286 -1.066
S 2.459 0.226 -0.519
O 2.193 -0.633 0.888
H -0.745 1.782 -0.684
H -1.221 1.609 1.124
H 0.677 1.768 0.574
H 0.256 -0.296 0.990
H -2.323 -0.049 -0.380
H -1.524 -1.633 -0.270
H -1.958 -0.736 1.000
H 0.644 -1.444 -1.162
H 0.120 0.060 -1.983
H 3.091 -1.131 0.969

Last place for stability: arrangement a